1.
Computed, not measured: C40H30Br2N4O7PSeZr as an isolated structure, with ωB97M-V with the def2-TZVPD basis set.

The geometry in XYZ format:
```
86
Properties=species:S:1:pos:R:3:forces:R:3:nbo_charge:R:1
C 4.357962 0.625200 -2.208702 -0.1 0.0 0.0 -0.1339
N 3.305738 -6.698263 3.126202 -0.2 -0.2 0.0 0.5352
Se 0.983018 1.763616 0.592537 0.0 0.2 0.2 -0.1609
C 2.253930 -3.120254 3.267001 0.0 0.1 0.0 -0.3045
C -3.363455 1.036527 -3.465811 0.0 0.0 0.0 -0.1978
O 3.427250 -7.548551 2.268344 0.1 0.0 0.0 -0.3688
C 2.570502 -5.151365 1.379693 0.0 0.0 0.1 -0.0755
C 5.314365 -0.384131 -0.254638 0.0 0.0 -0.1 -0.2610
C -4.844201 -0.488059 -0.535416 0.0 0.0 0.0 -0.1723
H -2.659181 5.602227 0.717652 0.0 0.0 0.0 0.2207
H -3.768208 -3.352561 1.843654 0.0 0.0 0.0 0.2266
C -2.918712 2.227346 0.709414 0.0 0.0 0.0 -0.2071
H 0.477876 4.705892 0.574138 0.0 0.0 0.0 0.2396
C -4.073803 -2.548487 1.187210 0.0 0.0 0.0 -0.2012
H 3.861875 -1.221273 1.111939 0.0 0.0 0.0 0.2104
O 1.564268 -1.646687 1.578983 0.0 -0.2 0.0 -0.8133
C -3.648060 0.871911 -4.812085 0.0 0.0 0.0 -0.2129
C -2.270740 -1.098659 -4.869575 0.0 0.0 0.0 -0.2259
H -1.299594 -1.619114 -3.032639 0.0 0.0 0.0 0.2094
C -5.797937 -1.302009 0.058827 0.0 0.0 0.0 -0.1936
H -1.505196 2.816075 -2.317535 0.0 0.0 0.0 0.2338
N 0.821023 3.866221 2.452406 -0.1 -0.1 -0.1 -0.3356
C -2.391704 1.960123 -0.553095 0.0 0.0 0.1 -0.3386
C -3.102846 -0.195954 -5.513319 0.0 0.0 0.0 -0.1754
C 4.019076 -0.728147 0.161732 -0.1 0.0 0.0 0.0975
O -1.083891 -0.890997 1.466063 -0.2 0.0 0.2 -0.7149
H 6.471240 0.584697 -1.768276 0.0 0.0 0.0 0.2431
H 2.134939 -2.325323 3.990488 0.0 0.0 0.0 0.2293
C 3.205404 1.669826 -4.061875 0.1 0.0 0.0 -0.2154
O 1.446804 -2.693888 -0.994218 -0.1 -0.1 0.0 -0.6355
P -2.116173 0.237631 -1.052789 0.0 0.0 -0.1 0.9135
C -3.132815 -1.717004 0.606646 0.0 0.0 0.0 -0.0593
C 1.953798 -2.839197 1.915097 0.1 -0.2 0.0 0.5200
H 0.069665 2.818092 5.435056 0.0 0.0 0.0 0.2410
Zr 0.538485 -0.912074 -0.081577 0.6 0.3 0.0 2.1293
C -2.516570 0.139818 -2.816986 0.0 0.0 0.0 -0.3812
H 0.293714 0.449862 4.824353 0.0 0.0 0.0 0.2152
H -1.706984 5.133346 -1.518696 0.0 0.0 0.0 0.2151
C -1.661844 -1.790737 0.789585 -0.1 0.1 0.2 0.7859
C -5.415888 -2.328308 0.912708 0.0 0.0 0.0 -0.1817
C -3.003318 3.532937 1.168891 0.0 0.0 0.0 -0.2030
H -6.846707 -1.141698 -0.152718 0.0 0.0 0.0 0.2284
N 0.400811 2.009893 3.471350 0.0 0.1 -0.1 -0.3408
H -3.427558 3.734684 2.144464 0.0 0.0 0.0 0.2201
C -2.040948 4.318823 -0.888178 0.0 0.0 0.0 -0.1601
H 1.080837 5.820634 1.824355 0.0 0.0 0.0 0.2220
C 1.868372 -3.714566 -0.434105 0.0 -0.1 0.0 0.4872
H 0.893595 0.002014 3.208886 0.0 0.0 0.0 0.2421
H 6.157494 -0.646799 0.367813 0.0 0.0 0.0 0.2369
C 0.304849 3.019886 4.405866 0.0 0.1 0.0 -0.0575
C 1.892677 0.478047 -2.415031 0.2 0.2 -0.1 0.2754
H -5.150698 0.294996 -1.218311 0.0 0.0 0.0 0.2275
Br 0.388193 1.709422 -4.473070 0.0 0.0 0.0 0.1046
H 2.182160 4.647765 1.064031 0.0 0.0 0.0 0.2287
H -4.299695 1.575050 -5.314081 0.0 0.0 0.0 0.2240
C 0.704881 2.534809 2.271170 0.0 -0.1 0.0 0.2883
H 2.705570 -5.952506 0.664876 0.0 0.0 0.0 0.2569
H -1.842087 -1.928714 -5.415406 0.0 0.0 0.0 0.2235
H -0.827594 0.314202 3.447472 0.0 0.0 0.0 0.2386
O 3.508686 -6.863198 4.310355 0.1 0.0 0.0 -0.3635
C -1.970989 -0.926599 -3.527384 0.0 0.0 0.0 -0.1119
C 1.962059 1.237674 -3.557256 -0.1 -0.2 0.1 -0.1313
H -6.166496 -2.964575 1.361756 0.0 0.0 0.0 0.2287
C 2.683202 -4.362125 3.654532 0.0 0.0 0.0 -0.1002
C -1.937837 3.013363 -1.344101 0.0 0.0 0.0 -0.2204
C 2.121482 -3.887683 0.963070 0.0 0.1 0.1 -0.3292
H 2.908843 -4.580532 4.688717 0.0 0.0 0.0 0.2597
N 2.947351 -0.456508 -0.547708 -0.1 0.0 0.1 -0.4997
H 2.074191 -4.584555 -1.069290 0.0 0.0 0.0 0.1718
H -3.790011 1.872983 -2.925811 0.0 0.0 0.0 0.2226
O -0.936573 -2.534660 0.058262 0.0 -0.2 -0.1 -0.7164
C 2.839756 -5.374631 2.701307 0.0 0.1 -0.1 -0.0478
C -3.496063 -0.681933 -0.260849 0.0 0.0 0.0 -0.3288
C 0.172913 0.604403 3.754788 0.0 -0.1 0.0 -0.4028
C 1.164351 4.819610 1.410497 0.0 0.0 -0.1 -0.4102
H 3.222492 2.251246 -4.972874 0.0 0.0 0.0 0.2498
C -2.571360 4.581218 0.367682 0.0 0.0 0.0 -0.2296
C 5.485952 0.292652 -1.431758 0.0 0.0 0.1 -0.0943
Br 6.006897 1.971017 -4.140424 0.0 0.0 0.0 0.0923
H -3.327755 -0.322780 -6.564166 0.0 0.0 0.0 0.2232
H 0.614725 5.188479 4.132677 0.0 0.0 0.0 0.2431
C 0.569538 4.177983 3.768775 0.0 0.0 0.1 -0.0615
O 0.775505 0.032514 -1.859668 -0.2 0.0 -0.2 -0.8271
C 4.369104 1.367063 -3.418171 0.0 0.0 0.0 -0.0811
C 3.105549 0.200967 -1.725091 0.0 0.1 -0.1 0.1969
H -3.269476 1.412364 1.331366 0.0 0.0 0.0 0.2250
```
Positions in Å, forces in eV/Å.

As for the net charge: +1. The value obtained for the HOMO energy is -10.47 eV. The spin multiplicity is 1. Its LUMO energy is -3.28 eV.



2.
Computed, not measured: C24H25Cl2N2O7P2RhS as an isolated structure in a non-equilibrium geometry, with ωB97M-V with the def2-TZVPD basis set.

The geometry in XYZ format:
```
64
Properties=species:S:1:pos:R:3:forces:R:3:nbo_charge:R:1
C -1.495729 2.941193 -0.032564 0.0 0.0 0.0 -0.3037
C 3.678899 -3.215996 3.294516 0.0 0.0 0.0 -0.1901
C -3.756665 2.399349 0.662876 -0.1 0.1 0.2 -0.1017
C 4.503954 -2.215464 2.798525 0.0 0.0 0.0 -0.1983
C -3.315099 -2.105620 -2.209908 0.0 -0.1 0.0 -0.2605
H 3.759073 1.303987 0.759832 0.0 0.0 0.0 0.2337
H 1.725844 -4.098934 3.227437 0.0 0.0 0.0 0.2229
H 2.318358 2.324538 0.600714 -0.1 0.0 0.0 0.3082
C 2.691726 -1.346307 1.461794 0.0 0.0 0.0 -0.2861
C -4.196330 3.639139 0.246277 0.1 0.0 0.0 -0.1172
Cl -0.112371 -1.451558 4.865416 0.0 0.0 0.0 0.0011
C -1.945333 4.189659 -0.405885 0.0 -0.1 0.0 -0.0402
C 2.711626 1.414228 1.050556 0.0 0.0 -0.1 -0.9751
H -1.001217 -3.265919 3.044460 0.0 0.1 0.0 0.2563
Rh -0.307894 -0.369006 0.746128 0.5 1.1 -0.2 0.2988
H 1.480250 -3.043093 -0.904792 0.0 0.0 0.0 0.2428
H -6.275981 -3.088304 -0.888790 0.0 0.0 0.0 0.2150
H -1.236434 4.897242 -0.810088 0.0 0.0 0.0 0.2604
O -2.912152 6.618649 -1.148759 0.0 0.0 -0.1 -0.3892
H 5.531801 -2.149077 3.130902 0.0 0.0 0.0 0.2249
H -0.135423 -3.761079 -0.911958 0.0 0.0 0.0 0.2685
H 4.060846 -3.926052 4.016238 0.0 0.0 0.0 0.2254
C -4.597664 -2.621247 -2.148667 0.0 0.0 0.0 -0.2007
Cl 0.019352 0.866180 3.045197 -0.2 -0.1 0.0 0.0812
O -4.432039 0.560915 1.905740 0.0 0.2 0.3 -0.3801
H -5.160290 -2.260073 1.163299 0.0 0.0 0.0 0.2222
C -5.266677 -2.701645 -0.933177 0.0 0.0 0.0 -0.2342
H 2.654863 1.452412 2.135660 0.0 0.0 0.0 0.2411
O -5.947185 1.828624 1.073272 0.0 0.1 0.1 -0.4013
H 0.459394 0.764240 5.323128 0.1 0.0 0.0 0.2421
H 4.682652 -0.511003 1.535465 0.0 0.0 0.0 0.2183
O 0.750883 3.626641 -0.383759 0.0 0.0 0.0 -0.6533
H -1.775338 -3.641358 1.499219 0.0 0.0 0.0 0.2763
C 4.017084 -1.286809 1.890823 0.0 0.0 0.0 -0.2177
C -0.821917 -3.604666 2.028225 0.1 0.0 0.0 -0.9780
H 3.420230 -0.795784 -1.283314 0.0 0.0 0.0 0.2430
C -4.637572 -2.250643 0.215554 -0.1 0.0 0.0 -0.1804
C -2.393304 1.978081 0.547005 0.2 0.0 -0.1 0.5144
H -0.387165 -4.605187 2.038157 0.0 0.0 0.0 0.2356
C 0.666214 0.081127 4.507887 0.1 0.0 0.0 -0.3912
H 2.555858 0.704268 -1.745867 0.0 0.0 0.0 0.2791
C 2.460036 -0.279964 -1.291538 0.0 0.1 0.0 -0.9873
C -2.670950 -1.674097 -1.046613 0.1 -0.1 -0.1 -0.0826
C -0.026192 2.690304 -0.269025 -0.1 0.0 0.1 0.7996
H 1.155807 -4.458907 0.113374 0.0 0.0 0.0 0.2310
H -2.808021 -2.031102 -3.164560 0.0 0.0 0.0 0.2132
C 0.729011 -3.539451 -0.291657 0.0 0.1 0.0 -0.9511
P 0.264739 -2.474458 1.113580 -0.3 -0.3 0.2 1.2450
H 1.730208 -0.078867 4.372970 0.0 -0.1 0.0 0.2283
O 0.346108 1.449078 -0.395246 -0.2 -0.2 0.0 -0.8355
N -4.779269 1.543087 1.279617 0.0 -0.4 -0.6 0.5365
C -3.283666 4.527503 -0.279175 -0.1 0.0 -0.1 -0.0807
H 1.733841 -0.852055 -1.867661 0.0 0.0 0.0 0.2680
P 1.867993 -0.055347 0.401820 0.3 -0.5 0.2 1.4094
O -4.915357 6.123300 -0.537003 0.0 0.0 -0.1 -0.3931
S -1.013850 -1.096587 -1.289367 0.1 0.2 -0.2 0.0248
N -3.738997 5.850692 -0.693590 0.0 0.1 0.2 0.5370
C 2.367196 -3.308801 2.856630 0.0 0.0 -0.1 -0.1947
H -5.235138 3.907630 0.351931 0.0 0.0 0.0 0.2765
H -5.080468 -2.949822 -3.060226 0.0 0.0 0.0 0.2136
C 1.881761 -2.381363 1.942954 -0.1 0.1 -0.1 -0.4002
C -3.345933 -1.743030 0.165611 0.0 0.0 0.1 -0.3027
O -2.013639 0.840979 0.983610 -0.3 -0.3 0.3 -0.7990
H -2.906748 -1.341672 1.068791 0.0 0.0 0.0 0.2318
```
Positions in Å, forces in eV/Å.

For the energy above the lowest of the compared OMol25 structures with the same formula, charge and spin, the calculation gives 227.3 kJ/mol. The value obtained for the HOMO energy is -7.85 eV. The spin multiplicity is 1. Its LUMO energy is -1.09 eV.



3.
Computed, not measured: one molecule with the formula C4H6O2 in a non-equilibrium geometry, with ωB97M-V with the def2-TZVPD basis set.

The geometry in XYZ format:
```
12
Properties=species:S:1:pos:R:3:forces:R:3:nbo_charge:R:1
O -0.880835 -1.070916 1.478100 1.1 0.2 0.5 -0.5574
C 0.619593 0.514806 0.676191 0.1 -0.1 0.2 -0.0428
O 0.877536 1.504676 -0.300823 -0.1 0.2 -0.1 -0.4683
H -1.432170 -1.262792 -1.219818 0.5 0.1 -0.1 0.2444
C -0.581969 -0.347122 0.541503 0.2 -0.5 0.7 0.5484
H 2.735960 0.529782 0.081337 -0.1 0.0 -0.1 0.1933
C 1.721846 0.370280 -0.279224 0.2 -0.2 -0.1 -0.0866
H -1.684970 0.506874 -1.204826 -0.4 -0.4 0.8 0.2444
H 1.610513 -0.309034 -1.123759 0.0 0.1 0.1 0.1871
H -2.254109 -0.822818 0.215186 -1.3 1.2 -2.1 0.2908
H 0.833349 0.780746 1.710284 0.1 0.0 -0.2 0.2122
C -1.564746 -0.394484 -0.574150 -0.3 -0.5 0.4 -0.7654
```
Positions in Å, forces in eV/Å.

For the energy above the lowest of the compared OMol25 structures with the same formula, charge and spin, the calculation gives 243.8 kJ/mol. The value obtained for the HOMO energy is -10.05 eV. The spin multiplicity is 1. Its LUMO energy is 0.91 eV.



4.
Computed, not measured: a 3-piece molecular cluster, C33H51N7O5S2 overall in a non-equilibrium geometry, with ωB97M-V with the def2-TZVPD basis set.

The geometry in XYZ format:
```
98
Properties=species:S:1:pos:R:3:forces:R:3:lowdin_spin:R:1
H 4.361406 7.587489 -1.060394 -0.1 -0.3 0.3 -0.0003
C 2.919068 -3.730971 2.888137 -0.5 -0.5 -1.1 0.0001
H 4.305514 1.474432 -0.426866 -0.1 0.2 0.0 -0.0006
O -3.454960 -1.192727 -2.484075 -1.0 2.4 2.6 0.6130
H 0.326791 -5.034256 2.747953 0.9 0.1 -2.0 -0.0001
H 5.900128 6.663348 0.792408 -0.3 0.0 -0.2 0.0009
H -5.929746 1.964721 -4.302724 0.0 0.0 0.1 0.0009
H -2.355904 -4.727761 2.943368 -0.2 -1.6 -0.1 0.0000
C 5.793054 4.711410 1.680356 -0.2 0.0 0.1 0.0008
H 3.531826 7.471307 1.046274 0.1 -0.2 -0.2 -0.0004
N -3.927674 -0.168423 -1.644234 0.9 -2.8 -4.3 0.3077
H -2.413593 2.576943 -0.725440 -0.1 -0.1 -0.3 -0.0003
H 0.730657 -5.817579 -3.158574 -1.2 0.0 1.2 0.0000
H -1.379126 1.975686 -2.651486 -0.3 0.0 0.1 -0.0003
C -5.997793 0.547278 -0.446276 0.1 0.4 0.1 0.0010
H 4.033454 -4.020752 2.806195 -1.8 0.7 0.0 0.0000
H 3.328963 3.771724 2.889378 0.0 0.1 -0.1 -0.0001
H -3.708044 1.050164 -4.261377 0.1 -0.1 0.2 0.0025
C 0.663144 -5.257176 -0.982360 -1.0 -0.3 2.2 -0.0015
H -1.259237 0.587864 -1.563180 -0.1 0.0 -0.1 0.0001
C -2.453910 -5.437036 -0.026391 -4.0 -1.4 -1.3 0.0001
O -1.224276 -7.857020 2.223222 -1.4 5.0 -1.4 0.0000
H -0.866744 -5.015635 -2.700327 1.2 -1.1 0.7 -0.0001
C 0.560988 -0.202636 2.916342 -0.5 4.1 -0.3 0.0001
N -1.330799 -6.200566 0.557814 0.4 3.1 0.4 0.0002
C -5.936123 -1.688773 -1.411148 0.6 -0.2 -0.3 -0.0010
C -3.397591 2.168813 -0.975206 -0.2 0.1 0.4 0.0014
C 4.146558 5.662782 -0.027151 -0.5 2.0 0.5 0.0236
C 3.585294 1.814238 0.322149 0.3 0.3 -0.7 -0.0010
H 3.342417 6.032673 2.009959 -0.1 -0.1 -0.1 0.0000
C 2.159147 -4.230379 1.544395 -1.9 -1.4 -0.3 0.0014
C -2.343639 -5.861341 3.089299 0.4 -0.1 0.2 0.0000
C 2.734120 -2.142512 3.014531 1.0 0.5 -0.8 0.0001
H -3.641926 2.674050 -3.610157 0.2 -0.1 0.2 0.0009
H 2.580239 1.714767 -0.098690 0.1 0.1 0.0 0.0000
N 3.609865 4.286851 -0.273483 3.3 -1.3 -2.6 0.3219
H 6.852795 4.673027 1.947740 -0.1 0.0 0.0 0.0008
H 2.201743 6.373170 0.697860 0.1 -0.1 0.0 0.0011
H -5.497055 -2.118874 -0.504814 0.0 0.1 -0.1 0.0002
C 2.869095 -4.007506 0.152444 -1.1 -0.6 0.5 -0.0003
C 4.085190 6.553112 -1.293959 0.1 -0.6 -0.4 -0.0010
C -5.422082 -0.244524 -1.643527 -1.7 -0.1 1.1 0.0223
N 2.877348 -4.263239 -2.239767 -0.6 -0.1 2.7 -0.0012
H 2.258127 2.584166 2.168151 0.4 0.1 -0.1 -0.0003
H 5.267343 5.088818 2.565298 0.0 0.0 -0.1 0.0003
H 2.499573 -4.314821 3.788421 0.5 1.1 -1.3 0.0000
O 0.465320 -0.005582 1.504451 -0.5 1.9 1.4 0.0001
S 1.012913 -1.838569 3.682462 0.1 2.1 -1.3 0.0000
C -3.999486 1.661406 -3.397431 -0.4 -0.3 -0.2 0.0130
C 5.597475 5.653370 0.496156 0.2 -0.5 0.1 0.0128
H -0.536086 -6.773916 -2.132832 0.6 1.4 -0.4 0.0000
H -7.142171 0.349819 -2.845018 0.1 -0.2 0.2 0.0008
H -4.036615 3.016782 -1.234713 0.0 -0.1 0.1 -0.0001
H -5.901473 1.628250 -0.553478 0.1 -0.1 0.0 0.0000
H 5.989284 2.888241 0.588887 -0.2 0.0 -0.1 0.0025
C -2.411691 -3.905049 -0.478865 0.1 -0.1 0.0 0.0007
O 4.177530 3.823711 -1.424545 -1.6 0.9 1.8 0.5953
C -6.052657 0.296160 -2.945003 0.3 0.2 -0.3 0.0125
H -5.715836 -2.357329 -2.249165 0.2 0.2 0.1 -0.0007
C 2.837914 3.483626 1.955955 -0.1 0.3 0.1 0.0016
N 0.289985 1.061428 3.536254 0.9 -3.9 -2.0 0.0000
H 5.392413 2.670349 2.220474 -0.3 0.0 -0.1 0.0010
H 2.805339 -1.639282 1.972891 -0.2 -1.1 1.6 0.0000
N 0.025695 2.004184 2.595750 0.3 -3.3 -4.6 0.0001
H -5.864407 2.432947 -2.616300 0.0 -0.1 0.0 0.0003
C 0.757830 -4.939081 1.681616 2.7 1.1 -2.3 -0.0010
H -5.516586 0.249287 0.489961 0.0 0.0 -0.1 0.0010
H 3.561552 -1.627533 3.641541 -1.6 -1.0 -0.7 0.0000
H -7.024228 -1.703035 -1.285668 0.2 0.3 0.0 -0.0003
N 4.164785 -3.394409 -0.080662 -4.3 -2.4 -1.7 0.0011
H -3.441006 -3.441844 -0.228333 1.7 -1.0 -0.3 -0.0002
C -5.523197 1.673909 -3.330175 0.1 0.1 0.2 0.0008
H -3.759970 1.746096 -0.036694 0.0 0.0 -0.2 0.0011
H 4.771668 6.222131 -2.077542 -0.2 -0.2 0.1 -0.0007
S 4.364776 -3.503731 -1.790825 -4.0 -1.6 2.4 0.0000
C 0.132438 1.361860 1.303091 0.1 -0.3 4.7 0.0001
C 2.050179 -4.554791 -1.095307 2.8 1.6 0.9 0.0002
H -5.857760 -0.393815 -3.774308 0.1 -0.1 0.2 0.0026
H 3.072809 6.571152 -1.710375 0.1 -0.1 0.1 0.0002
H -2.329612 -3.860012 -1.632753 0.0 -0.1 2.0 0.0003
H 6.284899 5.352559 -0.303067 -0.2 0.0 -0.1 0.0026
C -1.614288 -6.684561 1.930281 1.0 -4.6 2.0 0.0000
H -1.573324 -3.291480 0.016438 -1.3 -1.0 -0.9 -0.0001
H -1.597005 0.360391 -3.290109 -0.1 0.0 0.2 -0.0007
H 2.085699 4.239043 1.722136 0.1 0.0 0.0 0.0012
C 3.254843 6.413896 0.991899 -0.1 -0.2 0.3 0.0011
H -3.387964 -6.311995 3.270836 1.6 0.9 -0.5 0.0000
C -3.323633 1.115694 -2.116086 1.1 1.5 0.4 0.0217
O -3.546012 -6.064449 -0.223474 4.4 2.3 1.2 0.0001
C 3.854099 3.269529 0.796077 -0.9 -1.1 1.5 0.0232
H 3.664637 1.116997 1.162377 0.0 0.3 0.1 -0.0003
C 5.302941 3.308374 1.335622 0.3 0.3 -0.3 0.0135
H -7.069090 0.354550 -0.332068 0.2 -0.1 -0.2 -0.0004
H -1.749496 -6.053605 4.064977 -0.9 0.1 -1.8 0.0000
H -0.016896 1.803791 0.254517 0.4 -1.0 2.0 0.0001
C -0.063617 -5.753470 -2.337624 0.7 0.4 0.8 -0.0001
C -0.042579 -5.500086 0.449632 4.8 2.1 -2.1 0.0010
C -1.803963 0.993772 -2.421950 -0.2 -0.8 -0.2 -0.0010
```
Positions in Å, forces in eV/Å.

The value obtained for the HOMO energy is -8.41 eV. The spin multiplicity is 3. Its LUMO energy is -1.60 eV.



The frontier orbital gap results, record by record, are as follows: 7.18, 6.76, 10.95, 6.81 eV.